[1]
{"formula": "C3H6N2O2", "method": "the ωB97M-V functional and the def2-TZVPD basis", "species": ["N", "C", "O", "C", "N", "C", "O", "H", "H", "H", "H", "H", "H"], "positions_angstrom": [[-1.3401, -1.1902, -0.5900], [-0.3498, -0.6236, -1.3390], [-0.0078, -1.0233, -2.4250], [0.4264, 0.5487, -0.6688], [0.0528, 0.8332, 0.6864], [0.8829, 0.6865, 1.7518], [0.5316, 0.7967, 2.9034], [-1.6842, -2.0787, -0.9194], [-1.2573, -1.1191, 0.4132], [0.2726, 1.3874, -1.3517], [1.4479, 0.1794, -0.7718], [-0.8960, 1.1449, 0.8495], [1.9210, 0.4580, 1.4613]], "forces_ev_per_angstrom": [[0.0, -0.1, 0.2], [0.6, -0.1, 0.8], [-0.2, 0.2, -0.4], [-0.7, -0.9, -1.0], [0.0, 0.0, -0.3], [-0.2, 0.0, 0.3], [0.1, 0.1, -0.1], [0.0, 0.0, -0.1], [-0.1, 0.2, -0.1], [0.2, 0.1, 0.2], [0.1, 0.5, 0.4], [0.2, 0.0, 0.2], [0.0, -0.1, -0.1]], "lowdin_charge": [0.158, -0.530, 0.059, -0.110, 0.011, -0.363, 0.024, 0.111, 0.092, 0.129, 0.130, 0.152, 0.137], "e_tot_ev": -10284.0849, "multiplicity": 1, "smiles": "NC(=O)CNC=O", "e_above_lowest_kj_mol": 68.7, "gap_ev": 10.537}

***

[2]
{"formula": "C3H6N2O2", "method": "the ωB97M-V functional and the def2-TZVPD basis", "species": ["H", "N", "C", "O", "C", "C", "N", "O", "H", "H", "H", "H", "H"], "positions_angstrom": [[2.0564, -1.0403, -1.5187], [1.4820, -0.7302, -0.7674], [1.6611, 0.4218, -0.2971], [0.8486, 0.7251, 0.7242], [-0.0973, -0.5297, 0.9441], [-1.3492, -0.3880, 0.0797], [-1.5937, 0.8954, -0.2636], [-2.0701, -1.3311, -0.1942], [2.3867, 1.1812, -0.6267], [0.2242, -1.5838, 0.8292], [-0.2651, -0.3184, 1.9826], [-2.3932, 1.1128, -0.8329], [-0.8904, 1.5852, -0.0592]], "forces_ev_per_angstrom": [[0.7, 0.2, -0.7], [0.5, -0.1, -0.8], [-0.1, -0.9, -0.3], [-0.7, -1.8, 0.1], [0.1, 1.0, 0.5], [-0.1, 0.1, 0.2], [-0.1, 0.1, -0.2], [0.5, 0.4, 0.3], [-0.4, -0.1, 0.4], [0.6, 1.2, 0.0], [-0.7, -0.1, 0.5], [0.1, 0.0, 0.0], [-0.2, 0.1, -0.1]], "lowdin_charge": [0.056, 0.107, -0.312, -0.090, -0.031, -0.544, 0.174, 0.054, 0.139, 0.124, 0.114, 0.115, 0.093], "e_tot_ev": -10282.6170, "multiplicity": 1, "smiles": "[H]/N=C/OCC(N)=O", "e_above_lowest_kj_mol": 210.4, "gap_ev": 10.685}

***

[3]
{"formula": "C3H6N2O2", "method": "the ωB97M-V functional and the def2-TZVPD basis", "species": ["H", "N", "N", "C", "C", "O", "C", "O", "H", "H", "H", "H", "H"], "positions_angstrom": [[-2.9746, 0.2242, 1.0842], [-1.9854, 0.1195, 0.7994], [-1.9720, -0.2885, -0.3197], [-0.2957, -0.3122, -0.7968], [0.3108, 0.9936, -0.3575], [0.9761, 0.5805, 0.8233], [1.4324, -0.7867, 0.4855], [0.3488, -1.3703, -0.2017], [-0.5249, -0.3581, -1.8403], [1.0409, 1.4278, -1.0811], [-0.3574, 1.7069, 0.0844], [2.2996, -0.6836, -0.1398], [1.7015, -1.2530, 1.4601]], "forces_ev_per_angstrom": [[0.0, -0.2, 0.2], [-0.8, 0.9, 2.1], [2.8, -0.7, -2.1], [-4.1, 0.8, -0.2], [1.3, -0.4, 1.0], [1.6, -2.2, -0.2], [-0.5, 2.1, 2.1], [0.4, 0.3, 0.0], [0.6, -0.7, -0.8], [-0.6, -0.2, 0.2], [-0.8, 0.6, -0.8], [0.5, -0.2, -0.6], [-0.6, -0.1, -0.9]], "lowdin_charge": [0.071, 0.028, 0.022, -0.274, -0.179, -0.122, -0.152, -0.024, 0.117, 0.137, 0.109, 0.119, 0.147], "e_tot_ev": -10280.1406, "multiplicity": 1, "smiles": "[H]/N=N/[C@H]1COCO1", "e_above_lowest_kj_mol": 449.3, "gap_ev": 9.573}

***

[4]
{"formula": "C3H6N2O2", "method": "the ωB97M-V functional and the def2-TZVPD basis", "species": ["O", "N", "C", "N", "C", "C", "O", "H", "H", "H", "H", "H", "H"], "positions_angstrom": [[1.4411, 2.0045, 0.1837], [0.2846, 1.5958, -0.4065], [-0.1105, 0.3108, -0.1431], [0.7851, -0.5355, 0.2151], [0.0950, -1.7410, 0.6108], [-1.1701, -1.5340, -0.1933], [-1.3387, -0.1166, -0.3462], [1.9293, 1.1135, 0.2854], [-0.4734, 2.2202, -0.3902], [0.6473, -2.6584, 0.4940], [-0.2051, -1.6888, 1.6623], [-2.1002, -1.9061, 0.1103], [-0.9920, -1.8208, -1.1692]], "forces_ev_per_angstrom": [[1.7, -1.1, 0.7], [-1.9, -1.9, -1.2], [2.9, 0.2, 0.1], [1.0, 0.5, 0.6], [-1.4, 0.9, 0.8], [0.0, -0.3, -0.2], [-0.7, 1.0, 0.6], [-0.8, 1.4, 0.0], [-0.5, 1.5, 0.3], [0.0, -0.2, -0.6], [0.4, 0.0, 0.3], [-1.1, -0.7, 0.9], [0.3, -1.2, -2.2]], "lowdin_charge": [-0.036, -0.004, -0.479, 0.075, -0.170, -0.132, 0.055, 0.124, 0.130, 0.112, 0.114, 0.112, 0.102], "e_tot_ev": -10280.8849, "multiplicity": 1, "smiles": "ONC1=NCCO1", "e_above_lowest_kj_mol": 377.5, "gap_ev": 9.565}

***

[5]
{"formula": "C3H6N2O2S", "method": "the ωB97M-V functional and the def2-TZVPD basis", "species": ["C", "C", "O", "N", "C", "O", "N", "S", "H", "H", "H", "H", "H", "H"], "positions_angstrom": [[1.1356, 1.4067, 1.1063], [1.3869, 0.0992, 0.4171], [1.2314, 0.2057, -0.9771], [-0.0736, 0.6819, -1.2271], [-1.2370, 0.1191, -0.7485], [-2.3022, 0.4336, -1.2518], [-1.0790, -0.5320, 0.5102], [0.3366, -1.3165, 0.9583], [1.6134, 2.1548, 0.4826], [0.0683, 1.6485, 1.0989], [1.6531, 1.4241, 2.0393], [2.3825, -0.2747, 0.4870], [-0.1765, 1.0027, -2.1816], [-2.0037, -0.8062, 0.9411]], "forces_ev_per_angstrom": [[0.0, 0.2, -0.9], [-0.5, -0.7, 0.0], [-0.8, 0.0, -0.5], [-0.1, 0.2, -0.9], [0.0, 0.0, 1.4], [0.5, -0.6, 0.5], [-3.0, 0.4, -1.1], [0.8, 0.2, 0.2], [0.1, 0.3, -0.1], [0.3, -0.1, 0.6], [-0.2, 0.0, 0.9], [0.9, -0.1, 0.4], [0.3, -0.1, 0.1], [1.7, 0.4, -0.7]], "lowdin_charge": [-0.074, -0.621, -0.121, 0.063, -0.580, 0.059, -0.306, 0.935, 0.089, 0.082, 0.076, 0.103, 0.160, 0.134], "e_tot_ev": -21116.7732, "multiplicity": 1, "smiles": "C[C@@H]1ONC(=O)NS1", "e_above_lowest_kj_mol": 296.8, "gap_ev": 9.370}

***

[6]
{"formula": "C3H6N2O2S", "method": "the ωB97M-V functional and the def2-TZVPD basis", "species": ["C", "S", "C", "N", "C", "N", "O", "O", "H", "H", "H", "H", "H", "H"], "positions_angstrom": [[-1.8071, 1.0055, 0.2399], [-0.6659, -0.1067, 1.0362], [0.5239, -0.2890, -0.3666], [1.5440, -1.4241, -0.1010], [2.8543, -0.9883, 0.2153], [2.9066, 0.2850, 0.0751], [3.6745, 1.1900, 0.1708], [1.4098, 0.7754, -0.4559], [-1.7405, 0.7439, -0.8282], [-1.5592, 2.0420, 0.2419], [-2.6578, 0.7005, 0.7354], [-0.0848, -0.4921, -1.3111], [1.1176, -2.2685, 0.3831], [3.6644, -1.4709, 0.5007]], "forces_ev_per_angstrom": [[2.0, -0.5, -1.8], [1.3, -0.5, -0.1], [2.5, -1.1, 0.7], [-1.8, -2.1, 0.5], [-6.4, 3.3, -1.7], [-1.2, 0.6, -0.3], [0.6, 0.4, -0.1], [0.7, -0.2, -0.1], [-0.8, -0.2, 0.3], [0.1, 0.8, 0.8], [-2.5, 0.2, 0.4], [1.0, 0.3, 1.0], [1.2, 1.6, -0.8], [3.3, -2.6, 1.2]], "lowdin_charge": [-0.407, 0.840, -0.620, -0.001, -0.045, -0.181, 0.059, -0.077, 0.040, 0.036, -0.012, 0.126, 0.138, 0.104], "e_tot_ev": -21113.5920, "multiplicity": 1, "smiles": "CS[C@@H]1NC=[N+]([O-])O1", "e_above_lowest_kj_mol": 603.8, "gap_ev": 8.959}

***

[7]
{"formula": "C3H6N2O2S", "method": "the ωB97M-V functional and the def2-TZVPD basis", "species": ["H", "N", "C", "N", "O", "C", "S", "C", "O", "H", "H", "H", "H", "H"], "positions_angstrom": [[0.7111, -2.5791, -0.3502], [0.8086, -1.7861, -1.0142], [0.1562, -0.8103, -0.5695], [-0.4830, -0.8184, 0.7337], [-1.4567, 0.1432, 0.9368], [-1.0260, 1.1032, 1.9468], [0.0379, 0.7720, -1.3363], [1.3676, 0.5856, -2.4748], [1.6839, 1.4160, -3.2710], [-0.8834, -1.7187, 0.9653], [-0.0471, 1.5647, 1.7451], [-1.6583, 1.9851, 2.0081], [-1.0030, 0.6041, 3.0133], [1.7922, -0.4613, -2.3333]], "forces_ev_per_angstrom": [[0.3, 0.4, -0.6], [-0.2, -0.9, 0.4], [-0.8, 0.3, 1.8], [0.9, -0.2, -0.9], [-0.1, 1.6, 0.5], [0.7, -0.9, 1.9], [-0.6, 0.6, 0.2], [0.6, -1.5, -0.2], [0.0, 0.1, 0.1], [0.0, -0.1, -0.1], [0.0, -0.8, -0.2], [-0.8, -0.5, -0.4], [0.0, 0.8, -2.1], [0.1, 1.1, -0.5]], "lowdin_charge": [0.078, 0.070, -0.698, -0.055, -0.247, -0.089, 1.050, -0.585, -0.007, 0.134, 0.072, 0.075, 0.118, 0.085], "e_tot_ev": -21115.9158, "multiplicity": 1, "smiles": "[H]/N=C(\\NOC)SC=O", "e_above_lowest_kj_mol": 379.5, "gap_ev": 10.487}

***

[8]
{"formula": "C3H6N2O2S", "method": "the ωB97M-V functional and the def2-TZVPD basis", "species": ["C", "O", "C", "N", "C", "S", "N", "O", "H", "H", "H", "H", "H", "H"], "positions_angstrom": [[-1.4686, -0.6733, -1.2142], [-1.3196, 0.0724, 0.0675], [-0.0616, 0.5376, 0.4360], [1.0566, 0.0657, 0.0291], [1.2630, -1.3062, 0.1539], [2.2708, -2.0457, -0.8814], [-0.1020, 1.6722, 1.1910], [1.1431, 2.1580, 1.5992], [-1.6505, -1.7877, -0.9640], [-0.5081, -0.6066, -1.7918], [-2.3622, -0.3478, -1.7312], [0.6844, -1.8674, 1.0344], [-0.6926, 2.4494, 1.0247], [1.7473, 1.6796, 1.0469]], "forces_ev_per_angstrom": [[1.4, -1.9, 1.2], [1.0, 0.5, 0.0], [-2.3, 0.8, -1.1], [0.1, -1.6, 1.5], [-0.6, 0.0, 0.2], [-0.1, -0.5, 0.4], [0.8, -1.2, -0.1], [-1.0, 0.5, 0.8], [0.5, 1.8, -0.2], [-1.1, 0.1, 0.4], [0.1, 0.6, 0.1], [1.2, 1.2, -1.9], [-0.9, 0.3, -0.4], [1.1, -0.7, -0.8]], "lowdin_charge": [-0.019, -0.065, -0.424, 0.003, -0.772, 0.602, 0.055, 0.006, 0.114, 0.092, 0.077, 0.121, 0.144, 0.065], "e_tot_ev": -21115.3868, "multiplicity": 1, "smiles": "CO/C(=N\\C=S)NO", "e_above_lowest_kj_mol": 430.6, "gap_ev": 8.557}

***

[9]
{"formula": "C3H6N2O2S", "method": "the ωB97M-V functional and the def2-TZVPD basis", "species": ["O", "C", "C", "C", "N", "O", "N", "S", "H", "H", "H", "H", "H", "H"], "positions_angstrom": [[-0.3539, 1.9453, -0.4386], [0.6096, 1.2447, 0.2812], [0.5623, -0.2167, -0.0988], [-0.7645, -0.8502, -0.2331], [-1.8116, -0.2904, 0.2638], [-2.9188, -1.0289, -0.0417], [1.5396, -1.0256, -0.1922], [3.0809, -0.4092, 0.0032], [-1.2268, 1.4832, -0.4110], [1.5725, 1.6454, -0.0452], [0.5089, 1.5066, 1.3339], [-0.8379, -1.8625, -0.6879], [-3.6323, -0.5190, 0.3356], [3.6719, -1.6226, -0.0693]], "forces_ev_per_angstrom": [[-1.3, 0.6, -0.8], [0.1, 0.2, -0.7], [-0.6, -0.4, 1.3], [-0.6, -0.4, 0.4], [1.5, -0.2, -1.0], [-0.5, -0.5, 0.1], [-0.2, 0.1, -0.4], [0.7, -0.4, 0.2], [1.1, 0.4, 0.3], [0.0, 0.0, 0.0], [0.1, -0.7, 0.4], [0.1, 0.8, 0.2], [-0.4, 0.1, 0.2], [-0.1, 0.4, 0.0]], "lowdin_charge": [-0.077, -0.252, -0.386, -0.071, -0.026, -0.031, -0.327, 0.772, 0.074, 0.084, 0.132, 0.144, 0.093, -0.129], "e_tot_ev": -21115.8083, "multiplicity": 1, "smiles": "OCC(/C=N/O)=N\\S", "e_above_lowest_kj_mol": 389.9, "gap_ev": 9.093}

***

[10]
{"formula": "C3H6N2O2S", "method": "the ωB97M-V functional and the def2-TZVPD basis", "species": ["C", "C", "C", "N", "N", "O", "O", "S", "H", "H", "H", "H", "H", "H"], "positions_angstrom": [[-0.8176, -1.0638, -0.7325], [1.8675, 0.1167, 1.1987], [1.2393, 0.0794, -0.2380], [-2.1223, -1.0693, -0.8960], [-0.1774, -0.0413, -0.1810], [-3.7477, 2.2468, -0.5790], [-2.9123, -0.0405, -0.5920], [-2.6059, 1.4910, -0.1211], [-0.3356, -1.8775, -1.1877], [1.1013, 0.6051, 1.8606], [2.1469, -0.9827, 1.7263], [2.9409, 0.5301, 1.2057], [1.6293, 0.9131, -0.7411], [1.7936, -0.9071, -0.7229]], "forces_ev_per_angstrom": [[0.7, 3.1, 1.0], [1.1, -2.1, 1.6], [2.4, -5.1, 1.1], [-0.5, -1.5, -0.8], [-0.6, 0.0, -0.6], [-1.0, 0.2, -0.5], [-1.1, -1.1, -0.1], [2.0, 1.4, 1.1], [0.7, -1.3, -0.4], [1.3, -0.1, -0.3], [-1.4, 2.6, -1.7], [-2.0, 0.1, -0.1], [-0.2, 1.4, -1.0], [-1.5, 2.3, 0.6]], "lowdin_charge": [-0.229, -0.129, -0.311, 0.032, 0.020, -0.488, -0.421, 0.931, 0.106, 0.064, 0.118, 0.077, 0.082, 0.149], "e_tot_ev": -21112.8778, "multiplicity": 3, "e_above_lowest_kj_mol": 169.7, "gap_ev": [9.043, 7.948]}

***

[11]
{"formula": "C3H6N2O3S", "method": "the ωB97M-V functional and the def2-TZVPD basis", "species": ["C", "C", "C", "N", "N", "O", "O", "O", "S", "H", "H", "H", "H", "H", "H"], "positions_angstrom": [[0.3365, -0.0049, 0.8158], [1.8080, 0.3501, -1.1382], [-0.5316, -0.4615, -1.3697], [-1.0462, -0.0821, 1.0433], [0.5310, -0.0352, -0.5229], [-2.1089, -1.0951, 3.1897], [1.2608, 0.1672, 1.5987], [-2.8546, 1.0927, 2.2237], [-1.6604, 0.2213, 2.6002], [1.7247, 1.1028, -1.9449], [2.5158, 0.9167, -0.4869], [2.4313, -0.4700, -1.6232], [-1.0957, 0.3605, -1.9028], [-0.0464, -1.2384, -2.0250], [-1.2642, -0.8243, -0.4577]], "forces_ev_per_angstrom": [[-4.6, 0.5, 2.2], [0.7, 0.3, 0.0], [-0.9, -1.0, 0.8], [1.9, -0.3, 0.7], [2.9, 0.8, -3.1], [-0.1, -0.1, -0.4], [1.6, 0.2, 0.7], [0.1, -0.5, 0.3], [0.2, 0.8, -0.1], [-0.8, -0.3, -0.1], [-0.8, -0.9, 0.3], [-0.8, 0.3, 0.6], [0.7, -0.7, 0.1], [-1.0, 0.5, -0.1], [0.9, 0.4, -2.1]], "lowdin_charge": [-0.719, -0.119, -0.172, -0.240, -0.218, -0.659, -0.084, -0.676, 0.492, 0.050, 0.067, 0.063, 0.064, 0.055, 0.096], "total_charge": -2, "e_tot_ev": -23163.5061, "multiplicity": 1, "e_above_lowest_kj_mol": 0.0, "gap_ev": 4.655}

***

[12]
{"formula": "C3H6N2O4", "method": "the ωB97M-V functional and the def2-TZVPD basis", "species": ["N", "C", "O", "C", "N", "O", "C", "O", "O", "H", "H", "H", "H", "H", "H"], "positions_angstrom": [[1.1690, -1.5794, 0.3433], [1.0841, -0.3444, 0.8634], [1.8122, 0.3335, 1.5289], [-0.3549, 0.4937, -0.0373], [-0.1000, 0.5947, -1.3859], [-0.3185, 1.7817, 0.5562], [-1.5290, -0.3664, 0.3397], [-1.6979, -1.4417, -0.1257], [-2.0732, 0.0566, 1.4938], [0.4132, -2.0186, -0.1358], [1.9629, -2.1723, 0.5575], [0.4915, 1.2618, -1.9143], [-0.3228, -0.3716, -1.6574], [0.6658, 1.8803, 0.9246], [-1.9034, 1.0862, 1.5426]], "forces_ev_per_angstrom": [[1.7, -0.1, 1.1], [-3.2, 0.6, -2.8], [0.3, -0.1, 0.2], [3.3, 2.2, 2.3], [-0.9, -1.8, -1.3], [2.1, -0.4, 1.0], [1.4, 1.7, 2.2], [-0.7, -1.5, -1.1], [-0.5, 2.4, -0.5], [-0.6, 0.1, -0.1], [-0.1, 0.2, 0.1], [-0.5, -1.2, 1.2], [0.7, 1.0, -1.7], [-2.8, -0.4, -0.7], [-0.1, -2.7, 0.0]], "lowdin_charge": [0.179, -0.378, 0.077, -0.446, 0.115, -0.045, -0.504, 0.127, 0.109, 0.083, 0.122, 0.133, 0.098, 0.157, 0.173], "e_tot_ev": -14377.8505, "multiplicity": 1, "smiles": "NC(=O)[C@](N)(O)C(=O)O", "e_above_lowest_kj_mol": 209.8, "gap_ev": 9.181}